(1)
A structure of composition C36H69KN10O2SSi3. Source: the OMol25 dataset; level of theory: ωB97M-V/def2-TZVPD.

As for the total energy: -3977.98850 Eh. The relative energy (zero: lowest compared OMol25 entry of this formula, charge and spin) comes out at 0.00 kcal/mol. The net charge is 0. Its spin multiplicity is 1.

Each line ends with the Löwdin charge.
Geometry (Å):
H (0.108, -0.691, 2.632)  0.045
H (4.336, 4.319, 0.213)  0.011
H (-0.410, -5.245, 3.771)  0.124
Si (0.980, 2.340, -1.889)  0.286
H (2.664, 4.847, 0.221)  0.019
C (3.443, 1.096, -3.895)  -0.183
C (0.790, -1.512, 2.382)  -0.081
H (1.909, -1.769, -3.101)  0.034
Si (2.803, 2.381, 0.655)  0.358
H (3.546, 2.038, -4.433)  0.025
C (-5.849, 4.382, 4.781)  -0.072
C (-5.050, 2.850, 1.456)  -0.424
H (-1.168, -5.900, 0.929)  0.092
H (1.667, -1.304, -4.787)  0.094
H (-1.740, -1.549, -1.477)  0.072
H (2.973, -2.426, -4.348)  0.099
H (0.054, -5.715, -5.229)  0.123
H (-2.979, 3.838, 4.526)  0.089
H (-1.066, -2.295, 4.211)  0.126
H (3.772, -2.246, 1.319)  0.095
H (1.683, -1.444, 3.004)  0.095
C (4.417, -4.066, 0.277)  -0.094
H (-1.339, 1.998, 2.750)  0.112
H (1.084, -1.421, 1.343)  0.009
H (3.971, -1.220, -1.875)  -0.004
H (-2.128, 6.118, 5.143)  0.073
K (0.833, -0.905, -0.956)  0.636
C (-5.247, 2.084, 5.162)  -0.072
H (-1.229, 3.907, 4.398)  0.114
H (-3.169, 4.236, 2.049)  0.116
N (3.828, -4.677, -0.802)  0.058
N (0.163, -2.796, 2.569)  -0.096
H (-3.136, 6.207, 3.702)  0.069
H (2.077, -4.207, -1.942)  0.112
Si (3.859, 1.282, -2.047)  0.368
H (-1.919, -5.162, -2.806)  0.078
N (-3.998, 2.098, 0.945)  0.106
C (1.353, 2.369, 1.894)  -0.181
H (-1.381, 6.276, 3.555)  0.076
H (5.319, -4.437, 0.726)  0.106
C (-1.933, -5.493, 1.597)  -0.057
C (4.640, -0.398, -1.614)  -0.177
N (-1.492, -4.272, 2.242)  -0.089
H (-0.943, 1.797, -4.040)  0.081
C (5.298, 2.527, -2.011)  -0.189
H (2.148, 4.046, -3.293)  0.027
C (-0.276, -4.700, -5.489)  -0.146
H (6.092, 2.229, -2.700)  0.022
H (1.727, 2.532, 2.905)  0.032
H (4.952, 3.518, -2.305)  0.023
C (-0.689, -3.326, 1.607)  -0.371
C (-0.993, 1.021, -3.267)  -0.162
H (-2.858, -5.359, 1.037)  0.079
C (-5.651, 3.318, 5.650)  -0.081
H (-0.889, -4.754, -6.391)  0.123
C (-5.013, 1.915, 3.807)  -0.024
C (-2.202, 5.809, 4.101)  -0.098
H (-2.224, -5.772, -4.431)  0.087
H (0.406, 4.216, -3.468)  0.024
N (-0.352, -2.617, -2.578)  0.039
O (0.189, 0.950, -2.518)  -0.419
H (-0.745, 2.520, -0.098)  -0.002
H (3.788, 0.392, 1.806)  0.009
C (-5.202, 2.985, 2.936)  -0.167
C (-0.358, 3.190, -0.862)  -0.158
H (4.859, -0.496, -0.554)  0.006
C (1.948, -2.130, -4.125)  -0.055
H (-2.479, -2.799, -2.448)  0.101
N (-0.658, -2.946, 0.392)  0.070
C (-0.372, -3.082, 3.881)  -0.143
H (-3.057, -4.321, -3.880)  0.086
C (0.904, -3.756, -5.640)  -0.144
C (-0.171, -3.282, -3.644)  -0.362
S (-2.304, 0.085, 1.179)  0.691
H (-1.860, 1.231, -2.629)  0.080
C (-2.158, 4.294, 3.969)  -0.229
H (-2.120, -6.235, 2.372)  0.085
H (-5.824, 3.448, 6.709)  0.105
H (3.496, 4.543, 1.748)  0.021
C (-1.597, -2.572, -1.839)  -0.239
H (-5.818, 5.019, 2.727)  0.125
H (-1.961, -4.536, 4.280)  0.122
C (4.147, 1.395, 1.566)  -0.182
C (-5.642, 4.211, 3.424)  -0.030
C (2.416, 1.735, -1.007)  -0.465
H (2.426, 0.739, -4.048)  -0.003
N (-2.181, 2.421, 2.379)  0.033
C (2.728, -3.955, -1.120)  -0.198
C (1.216, 3.489, -3.386)  -0.161
H (5.741, 2.617, -1.019)  0.011
H (1.264, 2.937, -4.325)  0.020
H (4.128, 0.381, -4.356)  0.027
C (-2.246, 3.869, 2.507)  -0.177
N (1.068, -3.263, -4.288)  -0.114
H (4.156, -5.499, -1.277)  0.146
H (0.673, -2.936, -6.335)  0.127
C (3.633, -2.988, 0.553)  -0.155
H (0.028, 4.088, -0.381)  0.029
N (2.580, -2.931, -0.323)  0.011
H (-2.614, -3.495, -0.204)  0.117
H (-1.186, 3.495, -1.504)  0.033
H (-4.708, 0.950, 3.431)  0.114
N (-1.014, -4.098, -4.392)  -0.086
H (0.426, -3.175, 4.620)  0.123
C (-2.837, 1.619, 1.541)  -0.867
H (-4.179, 1.717, 0.027)  0.138
H (-1.154, 0.057, -3.756)  0.075
C (-1.587, -3.460, -0.589)  -0.234
H (1.805, -4.261, -5.991)  0.123
H (0.814, 1.421, 1.872)  -0.001
H (-5.111, 1.251, 5.839)  0.106
H (5.571, -0.549, -2.166)  0.029
H (5.062, 1.285, 0.989)  0.010
C (-1.094, -4.395, 3.634)  -0.147
O (-5.834, 3.364, 0.689)  0.103
H (4.408, 1.887, 2.504)  0.026
H (-1.310, -4.475, -0.897)  0.092
H (-1.417, 4.298, 1.933)  0.116
C (-2.111, -4.864, -3.839)  -0.045
H (-6.172, 5.341, 5.162)  0.108
C (3.380, 4.193, 0.720)  -0.184
H (0.649, 3.171, 1.662)  -0.004

---

(2)
A cluster of 9 separate species, C36H69O30P3 in total. Source: the OMol25 dataset; level of theory: ωB97M-V/def2-TZVPD.

As for the total energy: -4694.50501 Eh. The relative energy (zero: lowest compared OMol25 entry of this formula, charge and spin) comes out at 106.77 kcal/mol. The net charge is 0. Its spin multiplicity is 1.

Each line ends with the Löwdin charge.
Geometry (Å):
H (-18.837, -3.531, 14.804)  0.056
H (-29.353, -0.287, 19.365)  0.140
H (-22.913, -6.359, 18.741)  0.115
C (-18.697, 3.083, 21.332)  -0.165
C (-32.178, 0.461, 10.371)  -0.257
O (-24.469, 5.958, 12.911)  0.126
C (-23.501, 3.329, 14.752)  -0.033
H (-22.552, 3.051, 14.293)  0.075
O (-31.136, -2.935, 12.138)  -0.284
H (-23.952, -7.088, 14.211)  0.111
C (-25.625, 3.169, 21.020)  -0.512
O (-20.085, 1.922, 22.841)  0.116
O (-22.466, -5.749, 14.480)  -0.210
H (-23.982, 1.944, 13.207)  0.110
H (-23.944, -1.196, 19.106)  0.063
H (-23.683, -0.010, 16.962)  0.112
H (-29.702, 0.278, 21.482)  0.131
C (-29.017, 0.991, 21.024)  -0.054
C (-24.532, 2.356, 14.054)  -0.195
O (-20.381, -1.501, 15.186)  0.120
H (-25.415, 8.880, 13.876)  0.115
C (-22.437, -4.279, 19.115)  -0.081
P (-21.984, -6.101, 16.041)  0.584
H (-26.892, 4.445, 19.002)  0.120
H (-18.528, -5.411, 16.308)  0.113
C (-29.409, -0.747, 13.652)  -0.243
H (-23.304, -6.370, 12.046)  0.079
H (-18.082, 1.657, 22.717)  0.131
H (-21.555, -0.283, 18.779)  0.107
O (-25.309, 1.259, 17.313)  -0.184
O (-19.658, 2.390, 20.687)  0.003
H (-31.302, 0.848, 9.850)  0.121
H (-24.346, -5.604, 14.911)  0.114
C (-20.556, -0.572, 18.454)  -0.107
H (-32.251, -2.599, 14.545)  0.102
H (-18.511, 3.184, 23.531)  0.136
H (-20.496, 1.398, 17.571)  0.142
O (-20.676, -1.480, 17.376)  0.060
O (-28.345, 1.552, 18.982)  0.086
O (-30.365, -0.415, 12.597)  -0.203
O (-25.649, 2.392, 21.933)  0.151
C (-24.720, 7.019, 16.032)  -0.413
C (-28.240, -1.427, 12.938)  -0.083
C (-25.548, 8.944, 14.956)  -0.062
H (-23.849, 4.360, 14.698)  0.037
C (-26.102, 4.881, 19.613)  -0.172
H (-28.142, 1.181, 21.646)  0.120
H (-31.501, -0.897, 16.054)  0.057
O (-27.226, 0.557, 15.892)  -0.210
H (-23.373, -4.729, 12.649)  0.081
H (-25.511, 9.987, 15.269)  0.128
H (-21.740, 8.287, 10.940)  0.133
O (-32.728, -1.134, 12.991)  -0.200
C (-22.829, 8.252, 10.966)  -0.168
O (-31.842, -0.917, 10.609)  -0.164
H (-23.162, 9.248, 10.674)  0.128
O (-22.983, -5.135, 16.920)  -0.203
H (-27.645, 4.508, 16.404)  0.100
C (-20.544, 1.767, 21.642)  -0.433
O (-24.445, 8.325, 15.659)  0.011
O (-25.091, 1.262, 14.843)  -0.152
H (-29.705, -1.435, 14.444)  0.115
H (-17.795, 2.914, 20.744)  0.136
C (-24.378, -0.197, 19.064)  -0.028
O (-22.144, -7.540, 16.378)  -0.255
H (-23.563, 3.142, 15.824)  0.062
H (-27.610, -0.087, 19.863)  0.126
H (-33.869, 1.285, 9.189)  0.079
O (-23.802, 6.232, 16.408)  0.088
H (-19.906, -4.368, 13.828)  0.079
C (-32.736, -1.644, 14.346)  -0.208
H (-22.470, -4.422, 20.195)  0.079
C (-26.648, 8.049, 15.644)  -0.170
C (-24.606, 0.084, 17.535)  -0.269
H (-25.381, 2.846, 13.578)  0.089
H (-18.968, 0.958, 18.245)  0.132
O (-29.229, 3.536, 18.762)  0.198
H (-32.913, 0.071, 15.907)  0.061
H (-24.571, 4.247, 18.235)  0.122
H (-21.382, -4.521, 18.980)  0.067
O (-23.312, 7.872, 12.199)  0.049
C (-27.646, 4.274, 14.274)  -0.061
C (-24.781, 4.346, 19.300)  -0.130
O (-20.531, -5.258, 16.221)  -0.214
C (-32.175, -0.468, 15.312)  -0.052
O (-26.292, 4.383, 20.884)  0.054
O (-29.628, 2.214, 20.460)  0.081
H (-26.974, 8.467, 16.597)  0.129
C (-19.059, -4.550, 14.489)  -0.083
H (-27.409, -1.630, 13.614)  0.072
C (-23.761, -6.022, 14.092)  -0.348
H (-22.692, 6.901, 9.277)  0.132
H (-25.232, -0.690, 17.093)  0.111
C (-23.908, -5.679, 12.634)  -0.054
C (-27.641, 3.684, 15.690)  -0.270
H (-27.795, -0.784, 12.178)  0.077
H (-20.089, -1.145, 19.255)  0.142
H (-26.753, 4.765, 13.886)  0.059
C (-19.854, 0.539, 17.768)  -0.174
H (-22.534, -3.247, 18.776)  0.062
H (-27.609, 8.149, 15.140)  0.132
C (-18.828, 2.448, 22.792)  -0.121
H (-24.214, -5.239, 18.632)  0.110
H (-28.506, 3.053, 15.892)  0.119
H (-26.061, 5.970, 19.589)  0.145
H (-24.922, -5.724, 12.237)  0.083
C (-33.255, 0.398, 9.344)  -0.086
H (-31.502, 0.247, 14.838)  0.054
H (-28.491, -2.404, 12.526)  0.069
O (-19.272, -0.003, 16.652)  0.077
O (-23.772, 6.170, 10.760)  0.084
P (-26.114, 1.498, 15.958)  0.395
H (-24.246, 7.681, 9.314)  0.133
C (-20.095, -1.023, 16.288)  -0.528
C (-23.168, -5.372, 18.357)  -0.244
H (-32.874, 0.027, 8.393)  0.083
O (-24.831, 3.070, 19.940)  0.066
H (-33.692, -2.067, 14.655)  0.105
C (-19.289, -5.626, 15.557)  -0.241
O (-26.369, 3.129, 15.947)  -0.185
C (-28.572, 0.397, 19.696)  -0.128
H (-32.386, 1.053, 11.262)  0.124
H (-29.002, 0.163, 14.092)  0.096
C (-28.986, 2.587, 19.372)  -0.699
O (-21.560, 1.096, 21.295)  0.099
H (-27.605, 3.382, 13.649)  0.066
C (-23.938, 6.610, 12.007)  -0.451
H (-24.007, 5.040, 19.627)  0.137
H (-25.296, -0.090, 19.641)  0.060
H (-18.139, -4.933, 14.048)  0.073
O (-26.080, 6.826, 15.832)  0.044
H (-28.587, 4.783, 14.067)  0.081
C (-23.457, 7.284, 9.952)  -0.113
H (-23.712, 0.561, 19.477)  0.055
H (-34.048, -0.315, 9.565)  0.081
H (-18.997, 4.130, 21.386)  0.125
H (-19.186, -6.607, 15.093)  0.119
P (-31.477, -1.437, 12.041)  0.450

---

(3)
A cluster of 9 separate species, C36H70N2O21 in total. Source: the OMol25 dataset; level of theory: ωB97M-V/def2-TZVPD.

As for the total energy: -3103.22855 Eh. The net charge is 0. Its spin multiplicity is 1.

Each line ends with the Löwdin charge.
Geometry (Å):
H (0.698, -3.726, -3.028)  0.095
H (-1.606, 2.365, -3.944)  0.075
H (-0.674, 3.054, 4.816)  0.092
H (7.824, 0.505, -0.920)  0.077
N (-4.816, -4.508, 1.843)  0.152
H (-4.344, -5.171, -2.776)  0.102
C (-0.584, 2.718, -3.809)  -0.057
O (-1.415, 0.661, 6.376)  0.064
H (6.128, 0.696, 0.461)  0.127
O (-1.523, 1.200, 4.143)  0.009
H (2.815, 4.349, -2.810)  0.104
H (0.315, -1.074, -0.507)  0.059
H (-4.052, -0.030, 3.167)  0.083
H (-6.141, -1.278, 2.612)  0.117
H (2.926, 1.164, 3.248)  0.087
C (7.093, 1.237, -1.263)  -0.063
C (5.810, 1.004, -0.535)  -0.202
H (-6.508, -2.358, 0.396)  0.122
H (-1.909, 3.262, 3.585)  0.089
H (-2.298, 1.464, 0.652)  0.110
C (0.881, -0.682, -4.070)  -0.529
C (-1.281, 3.232, 0.264)  -0.204
H (-0.609, -3.118, 2.408)  0.073
C (2.406, 4.042, -1.847)  -0.050
C (3.048, -1.543, 0.390)  -0.034
H (0.477, 1.669, -5.367)  0.127
O (4.165, -3.081, -1.698)  0.101
O (4.440, -1.836, 0.194)  -0.018
C (4.882, -2.488, -0.890)  -0.539
C (7.063, -3.177, -1.792)  -0.186
C (-5.457, -1.034, 1.799)  -0.254
C (0.470, 1.728, -4.278)  -0.190
H (-4.162, 0.206, -1.202)  0.105
O (-1.057, -0.775, 4.623)  0.008
H (-2.149, -0.916, -2.127)  0.061
H (-3.449, 1.404, -2.258)  0.117
C (1.154, 4.843, 2.916)  -0.610
C (-5.133, -3.504, 1.375)  -0.216
C (-0.238, -0.473, 0.214)  -0.104
C (1.661, 6.845, 1.804)  -0.061
O (-2.591, -3.218, -1.283)  0.106
H (0.697, 6.964, 1.309)  0.102
H (-0.576, -1.626, 6.443)  0.124
H (-3.414, -0.408, 1.573)  0.056
H (6.612, -3.206, -2.784)  0.124
H (2.364, 7.178, 1.040)  0.095
H (1.793, -3.071, -4.262)  0.103
O (-1.232, -4.888, -0.384)  0.006
H (2.884, -1.288, 1.437)  0.092
O (1.511, 3.601, 2.961)  0.047
H (-3.088, -1.990, 5.745)  0.087
H (-2.111, -3.271, 1.581)  0.053
C (-2.977, -0.579, -2.751)  -0.069
H (2.652, -0.739, -0.229)  0.085
H (1.384, 1.199, 2.371)  0.056
O (-7.342, 1.203, -3.162)  0.119
H (-1.213, -0.905, 0.438)  0.069
H (-8.053, 2.274, -0.884)  0.094
O (0.321, 0.444, -3.609)  0.019
H (2.438, -2.411, 0.137)  0.085
C (-6.998, 2.418, -0.651)  -0.004
O (1.628, -0.819, -5.065)  0.085
H (1.786, 7.452, 2.701)  0.105
H (-0.422, 2.960, -2.758)  0.043
O (-6.104, 1.499, -1.318)  -0.029
H (-2.372, -3.639, 5.721)  0.088
C (-1.267, 1.815, 0.693)  -0.154
H (-6.852, 2.289, 0.421)  0.090
C (1.306, -2.866, -3.309)  -0.051
C (-0.957, -1.910, 5.462)  -0.218
H (1.925, 4.881, -1.345)  0.096
H (0.454, -4.574, 0.558)  0.130
H (-6.794, 3.434, -0.988)  0.100
H (9.219, -3.114, -2.264)  0.076
C (-5.518, -2.179, 0.816)  -0.181
C (2.503, 3.056, 2.141)  -0.186
H (-2.341, 2.835, 5.203)  0.095
C (-4.087, -0.756, 2.356)  -0.083
O (4.194, 2.043, -2.573)  0.123
H (6.820, 1.154, -2.315)  0.079
H (1.589, 3.356, -2.070)  0.064
C (-0.428, 0.950, -0.252)  -0.239
H (-2.628, -0.242, -3.727)  0.082
H (3.509, 3.357, 2.432)  0.137
O (1.939, 5.521, 2.081)  -0.023
C (4.182, 2.527, -1.448)  -0.558
C (-0.446, -3.979, 0.407)  -0.213
C (-1.285, 0.423, 5.132)  -0.598
O (6.236, -2.483, -0.827)  0.012
H (-3.399, -6.100, -3.849)  0.096
C (-2.197, -4.371, -1.229)  -0.446
O (-2.397, -5.356, -2.198)  -0.017
H (1.433, 2.178, -4.037)  0.106
H (-5.836, -0.178, 1.241)  0.099
H (0.592, 1.294, -0.419)  0.107
O (-5.143, 0.543, -3.032)  0.044
H (2.259, 3.292, 1.105)  0.110
H (2.744, 0.949, 1.482)  0.045
H (2.074, -2.821, -2.537)  0.066
H (-0.798, 1.831, 1.677)  0.095
C (-2.283, -2.615, 5.359)  -0.046
O (3.425, 3.556, -1.011)  -0.020
H (-0.965, 0.890, -1.199)  0.088
H (8.742, -2.371, -0.866)  0.077
H (7.471, 2.256, -1.184)  0.089
H (-0.326, 3.604, -4.389)  0.089
H (8.410, -1.549, -2.495)  0.073
O (4.961, 2.183, -0.422)  0.035
O (0.204, 5.341, 3.490)  0.118
C (-6.290, 1.116, -2.547)  -0.575
H (-0.132, -2.514, 5.085)  0.116
H (-1.353, -4.727, 2.165)  0.093
C (-3.330, -5.254, -3.165)  -0.114
H (-3.421, -1.559, -2.929)  0.070
H (-0.280, -3.061, -0.157)  0.089
H (-3.596, -1.665, 2.704)  0.049
C (-1.145, -3.759, 1.709)  -0.063
H (5.259, 0.176, -0.981)  0.107
C (-3.947, 0.435, -2.246)  -0.228
C (8.422, -2.465, -1.903)  -0.066
H (7.247, -4.175, -1.392)  0.125
H (-3.088, -4.436, -3.844)  0.097
H (-2.570, -2.558, 4.309)  0.046
H (0.242, -0.594, 1.185)  0.074
H (-4.843, -1.897, 0.009)  0.101
N (-1.260, 4.347, -0.098)  0.149
O (0.587, -1.679, -3.231)  -0.016
C (2.424, 1.525, 2.350)  -0.031
C (-1.603, 2.639, 4.425)  0.005

---

| no. | HOMO level (eV) | orbital gap (eV) |
| --- | --- | --- |
| 1 | -6.2 | 6.21 |
| 2 | -9.5 | 9.70 |
| 3 | -10.7 | 11.07 |